No. 1
ORCA calculation (the ωB97M-V functional and the def2-TZVPD basis) on a cluster of 3 separate species, C4H16N2O3 in total at a distorted geometry.

Calculated values
- Structure (SMILES): CNC[C@H](N)CO.O.O
- E_tot: -13527.6820 eV
- Gap between HOMO and LUMO: 9.82 eV
- HOMO energy: -9.193 eV
- Energy relative to the best compared isomer or geometry (same formula, charge and spin): 72.40 kcal per mole

Each line ends with the Löwdin charge.
Geometry (Å):
C  -1.66577  1.98989  0.09178  -0.0655
N  -0.52916  0.96554  0.30769  -0.1444
C  0.32424  0.72411  -0.84587  -0.2506
C  0.37894  -0.78221  -1.05776  -0.3466
N  0.95659  -1.40426  0.19238  0.0467
C  1.25096  -1.07653  -2.35525  -0.2210
O  2.18173  -0.04953  -2.55807  -0.0712
H  -2.06397  1.96812  -0.95075  0.0835
H  -1.30946  2.93359  0.24131  0.0227
H  -2.49060  1.67697  0.86346  0.0997
H  0.06725  1.24459  1.11404  0.1119
H  -0.15900  1.04923  -1.85780  0.1475
H  1.26393  1.36662  -0.82016  0.1364
H  -0.68214  -1.17685  -1.27028  0.1592
H  0.21891  -1.80579  0.77595  0.0502
H  1.23680  -0.58349  0.73466  0.0391
H  1.74473  -2.06017  -2.17559  0.1221
H  0.43270  -1.10328  -3.05422  0.1031
H  2.66277  0.29109  -1.82635  0.0648
O  1.10602  -0.23964  3.28187  -0.0184
H  1.09295  -0.94891  2.79624  -0.0990
H  0.27677  -0.35491  3.87890  0.1130
O  -1.97563  -1.17306  1.67162  -0.0116
H  -2.82564  -0.74051  1.72372  0.0382
H  -1.49389  -0.71063  1.09848  -0.1097

***

No. 2
ORCA calculation (the ωB97M-V functional and the def2-TZVPD basis) on a cluster of 5 separate species, C4H16N2O6 in total at a distorted geometry.

Calculated values
- Structure (SMILES): CNCC(=O)NC=O.O.O.O.O
- E_tot: -19671.4661 eV
- Gap between HOMO and LUMO: 9.70 eV
- HOMO energy: -9.589 eV
- Energy relative to the best compared isomer or geometry (same formula, charge and spin): 55.00 kcal per mole

Each line ends with the Löwdin charge.
Geometry (Å):
C  -1.26806  0.29214  2.69744  -0.1438
N  0.17444  0.25459  2.31983  -0.0794
C  0.39876  1.42210  1.41761  -0.1626
C  0.32628  1.04125  0.02392  -0.4467
O  -0.63824  0.96968  -0.67553  0.0687
N  1.60426  0.95040  -0.55199  0.1471
C  2.04039  0.58960  -1.87893  -0.2562
O  3.11753  0.10370  -1.96777  0.0889
H  -1.45329  -0.67276  3.31780  0.0976
H  -2.00307  0.23831  1.78435  0.1049
H  -1.61666  1.15864  3.26434  0.0655
H  0.33151  -0.64884  1.89184  0.0611
H  1.40608  1.90878  1.65969  0.1365
H  -0.26729  2.28568  1.66599  0.1436
H  2.38095  1.03405  0.06648  0.1245
H  1.33753  0.91464  -2.61616  0.1157
O  -0.32783  -2.79266  1.33198  -0.0458
H  0.39115  -3.09641  0.77271  0.0297
H  -0.47940  -3.34208  2.10919  0.0534
O  -0.52392  -0.01128  -3.10472  -0.0195
H  -0.72731  0.55680  -2.40110  -0.0429
H  -0.82310  -0.83931  -2.80459  0.0271
O  -3.29231  1.55446  -1.08553  0.0051
H  -2.47308  1.82870  -0.64919  0.0216
H  -3.07545  1.17157  -1.82852  -0.0746
O  1.79142  -2.63632  -1.66514  0.0009
H  1.20673  -2.13684  -1.11586  0.0018
H  2.46197  -2.09857  -1.97813  -0.0222

***

No. 3
ORCA calculation (the ωB97M-V functional and the def2-TZVPD basis) on a cluster of 2 separate species, C4H16N6 in total at a distorted geometry.

Calculated values
- E_tot: -13334.3552 eV
- Gap between HOMO and LUMO: 11.19 eV
- HOMO energy: -17.232 eV
- Net charge: +2
- Energy relative to the best compared isomer or geometry (same formula, charge and spin): 11.57 kcal per mole

Each line ends with the Löwdin charge.
Geometry (Å):
C  -0.90062  2.56263  0.85585  -0.0204
C  -2.70540  1.59033  -0.55939  -0.4336
N  -3.81595  0.86887  -0.47893  0.2225
N  -2.32098  2.32524  0.51258  0.0384
N  -2.06472  1.72642  -1.70846  0.2217
H  -4.41567  0.79828  0.32427  0.1421
H  -3.97565  0.21821  -1.23218  0.1384
H  -2.95983  2.19370  1.28040  0.1489
H  -1.25891  2.32910  -1.73414  0.1207
H  -2.46520  1.51552  -2.60574  0.1425
H  -0.45201  1.64826  1.23364  0.0898
H  -0.93152  3.31336  1.63903  0.1023
H  -0.39571  3.09679  0.05846  0.0866
C  1.71119  -2.20283  1.87907  -0.0136
C  2.41712  -1.64792  -0.33387  -0.4423
N  2.38744  -1.27045  0.93586  0.0739
N  3.25984  -0.95766  -1.17588  0.1667
N  1.60476  -2.55768  -0.84571  0.2356
H  3.26264  -0.82847  1.18978  0.1662
H  2.95243  -0.03188  -1.45575  0.1270
H  3.66082  -1.45891  -1.95639  0.1238
H  1.21311  -3.32676  -0.32502  0.1285
H  1.42426  -2.57138  -1.83671  0.1426
H  2.14710  -3.17879  1.74436  0.0953
H  0.64987  -2.23142  1.70052  0.0908
H  1.97157  -1.92258  2.89436  0.1056

***

No. 4
ORCA calculation (the ωB97M-V functional and the def2-TZVPD basis) on a cluster of 3 separate species, C4H16NO2 in total at a distorted geometry.

Calculated values
- E_tot: -9985.0981 eV
- Gap between HOMO and LUMO: 11.66 eV
- HOMO energy: -14.647 eV
- Net charge: +1
- Energy relative to the best compared isomer or geometry (same formula, charge and spin): 52.65 kcal per mole

Each line ends with the Löwdin charge.
Geometry (Å):
C  -1.31290  -0.02079  0.60989  -0.1366
C  -1.47229  1.45225  0.30607  -0.2178
C  -0.72019  1.89743  -0.95215  -0.1899
C  0.95138  2.36462  -0.77109  -0.0216
N  -0.18965  -0.69615  -0.14415  0.1537
H  -2.31705  -0.51747  0.36404  0.1658
H  -0.91512  -0.11668  1.58362  0.1110
H  -1.06333  2.15527  1.17734  0.1581
H  -2.48302  1.73417  0.39429  0.0912
H  -1.21829  2.82045  -1.33925  0.1091
H  -0.92142  1.23748  -1.79613  0.0853
H  1.30578  2.17042  0.30420  0.0711
H  1.43707  1.62615  -1.36674  0.0307
H  1.13201  3.35909  -1.07542  0.0432
H  -0.08863  -0.53622  -1.15243  0.1562
H  0.62137  -0.24953  0.19426  0.0434
H  -0.25969  -1.72382  0.14533  0.1480
H  2.83648  -0.74245  0.83865  0.0626
H  2.10051  0.35325  1.80790  0.0880
O  2.03940  -0.44011  1.24272  -0.0275
H  -0.20072  -4.40417  -1.03111  0.1166
H  0.70596  -3.84543  0.04515  -0.0166
O  -0.04195  -3.63596  -0.39785  -0.0239

***

No. 5
ORCA calculation (the ωB97M-V functional and the def2-TZVPD basis) on a cluster of 3 separate species, C4H16NO2 in total at a distorted geometry.

Calculated values
- E_tot: -9984.7142 eV
- Gap between HOMO and LUMO: 11.18 eV
- HOMO energy: -14.415 eV
- Net charge: +1
- Energy relative to the best compared isomer or geometry (same formula, charge and spin): 61.50 kcal per mole

Each line ends with the Löwdin charge.
Geometry (Å):
C  0.80698  1.19025  0.82931  -0.1627
C  0.35791  -0.04958  1.65436  -0.1793
C  -0.91867  -0.80620  1.27800  -0.1906
C  -0.41702  -2.05022  0.43812  -0.0926
N  0.12295  1.41956  -0.48238  0.1391
H  0.52669  2.14868  1.50268  0.1731
H  1.84393  1.27073  0.70345  0.0785
H  1.22046  -0.84654  1.60754  0.1439
H  0.40161  0.31473  2.63996  0.0870
H  -1.23012  -1.38755  2.12505  0.1059
H  -1.63420  -0.42623  0.60167  0.0572
H  0.59439  -2.02314  0.19613  0.0365
H  -0.95093  -2.13692  -0.45370  0.0367
H  -0.57606  -3.02257  0.96073  0.0983
H  -0.91125  1.07285  -0.53348  0.1662
H  0.59915  0.89633  -1.29661  0.1639
H  0.16203  2.46242  -0.73574  0.1965
H  3.06060  0.11911  -2.23568  0.1460
H  3.61623  1.29960  -1.21909  0.0896
O  2.75405  0.89161  -1.55742  -0.1441
H  -3.28140  -0.90060  -2.32897  0.1269
H  -3.32389  0.70264  -1.93358  0.0590
O  -2.82345  -0.13896  -1.76036  -0.1351

***

No. 6
ORCA calculation (the ωB97M-V functional and the def2-TZVPD basis) on a cluster of 4 separate species, C4H16NO3 in total at a distorted geometry.

Calculated values
- E_tot: -12032.9964 eV
- Gap between HOMO and LUMO: 10.94 eV
- HOMO energy: -13.907 eV
- Net charge: +1
- Energy relative to the best compared isomer or geometry (same formula, charge and spin): 37.74 kcal per mole

Each line ends with the Löwdin charge.
Geometry (Å):
C  -0.73076  -2.44240  1.51183  -0.1066
C  -0.07969  -1.12661  2.01004  -0.2167
C  0.31683  -0.33525  0.78577  -0.1052
C  1.35903  -0.79499  0.14510  -0.1266
N  1.94445  -0.22440  -1.06443  0.2034
H  -0.06386  -3.04782  0.91054  0.0647
H  -1.61982  -2.29404  0.87583  0.0742
H  -1.05524  -3.11967  2.32813  0.0887
H  0.63489  -1.37469  2.79243  0.1148
H  -0.90228  -0.70096  2.61888  0.1154
H  -0.30212  0.48573  0.42734  0.0939
H  1.87019  -1.66264  0.58997  0.1472
H  1.14098  0.09728  -1.61116  0.1341
H  2.41861  0.65451  -0.76310  0.1609
H  2.55322  -0.85984  -1.58359  0.1810
H  1.06502  3.14212  -0.10004  0.0683
H  0.37416  2.45842  -1.25757  0.0427
O  1.24658  2.56074  -0.85374  -0.0413
H  -1.66950  -0.41875  -0.83794  0.0363
H  -1.66155  -0.75229  -2.27166  0.0715
O  -1.05807  -0.74917  -1.51524  -0.0508
H  -3.10694  1.89742  -0.09506  0.0515
H  -2.11573  2.82609  0.49982  0.0694
O  -2.22869  2.25407  -0.29751  -0.0706

***

No. 7
ORCA calculation (the ωB97M-V functional and the def2-TZVPD basis) on a cluster of 4 separate species, C4H16NO4 in total at a distorted geometry.

Calculated values
- E_tot: -14081.3141 eV
- Gap between HOMO and LUMO: 10.84 eV
- HOMO energy: -13.963 eV
- Net charge: +1
- Energy relative to the best compared isomer or geometry (same formula, charge and spin): 22.26 kcal per mole

Each line ends with the Löwdin charge.
Geometry (Å):
O  -1.39364  0.56787  -2.86672  0.1009
C  -0.87351  1.23719  -2.01811  -0.1805
C  -1.09944  0.83296  -0.54614  -0.2539
C  -0.78443  1.90263  0.47167  -0.2001
C  -1.28064  1.55978  1.89209  -0.0620
N  -0.28294  -0.41424  -0.32190  0.2306
H  -0.23256  2.09063  -2.31279  0.1487
H  -2.13931  0.52536  -0.55024  0.1630
H  -1.30116  2.81918  0.14084  0.1308
H  0.23716  2.26596  0.40842  0.1175
H  -0.78955  2.12539  2.67991  0.0844
H  -2.34690  1.80059  1.92915  0.0902
H  -1.09822  0.51809  2.13580  0.0571
H  -0.56664  -1.15494  -0.98672  0.1238
H  -0.46879  -0.73788  0.61997  0.1330
H  0.71390  -0.23870  -0.45867  0.1013
H  3.38191  0.60321  0.15178  0.0711
H  2.55951  -0.76456  -0.16411  0.0335
O  2.56362  0.19389  -0.13898  -0.0440
H  0.09559  -3.62033  -1.93488  0.0704
H  0.63577  -2.42627  -2.70529  0.0750
O  0.25268  -2.67224  -1.84758  -0.0445
H  1.77614  -2.91874  1.78412  0.0531
H  0.94727  -2.09038  2.72042  0.0591
O  1.49417  -2.00445  1.91798  -0.0583

***

No. 8
ORCA calculation (the ωB97M-V functional and the def2-TZVPD basis) on a cluster of 5 separate species, C4H16NO4 in total at a distorted geometry.

Calculated values
- E_tot: -14080.4606 eV
- Gap between HOMO and LUMO: 9.49 eV
- HOMO energy: -13.637 eV
- Net charge: +1
- Energy relative to the best compared isomer or geometry (same formula, charge and spin): 41.95 kcal per mole

Each line ends with the Löwdin charge.
Geometry (Å):
C  3.02160  0.49775  0.80392  -0.0277
C  2.51156  -0.85149  0.45717  -0.3042
C  3.19563  -1.96882  0.25485  0.1077
C  0.49300  -1.69809  -0.60791  0.1361
N  1.11068  -0.74816  -0.02960  0.0719
H  4.11243  0.50982  0.63321  0.1035
H  2.41731  1.27249  0.31884  0.0932
H  2.88400  0.70347  1.88067  0.1014
H  2.80424  -2.86559  -0.17310  0.0615
H  4.24142  -1.96426  0.53872  0.0923
H  -0.56204  -1.43101  -0.78326  0.1231
H  0.88089  -2.70074  -0.73524  0.1176
H  0.59735  0.12950  0.18438  0.1225
H  -0.75834  -0.15932  2.19498  0.0755
H  -1.36015  1.08193  1.65354  0.0255
O  -0.64195  0.44781  1.45014  -0.0591
H  -4.62126  1.66097  -1.45145  0.0595
H  -3.62040  2.76030  -0.86956  0.0726
O  -4.18621  1.99630  -0.67201  -0.0380
H  -0.82299  -0.49577  -3.54861  0.0593
H  0.52314  -1.14628  -3.85059  0.0518
O  0.02735  -0.72238  -3.14749  -0.0502
H  -3.63722  2.26346  2.38785  0.0571
H  -3.47497  1.86692  0.93186  0.0021
O  -3.08311  1.73463  1.81936  -0.0548

***

no.,LUMO energy (eV)
1,0.63
2,0.11
3,-6.04
4,-2.99
5,-3.24
6,-2.97
7,-3.12
8,-4.14